[1]
A structure of composition C4H5NO. Source: OMol25; level of theory: ωB97M-V/def2-TZVPD.

```
11
Properties=species:S:1:pos:R:3
C 1.730 0.118 0.229
C 0.233 0.000 -0.108
C -1.622 0.373 0.588
O -2.272 0.875 1.454
C -2.244 -0.360 -0.537
N -2.143 -0.983 -1.508
H 1.938 0.979 0.852
H 2.356 0.243 -0.680
H 2.080 -0.796 0.721
H -0.041 -1.042 -0.026
H -0.015 0.592 -0.985
```

Properties
HOMO level ... -0.367 Eh
E_LUMO ... -0.173 eV

---

[2]
An isolated molecule of C4H5NO. Source: OMol25; level of theory: ωB97M-V/def2-TZVPD.

```
11
Properties=species:S:1:pos:R:3
O -1.576 1.732 0.829
C -0.968 0.754 0.474
C -1.135 -0.400 -0.494
N 0.283 -0.903 -0.153
C 1.304 0.063 -0.345
C 0.387 0.167 0.848
H -1.004 -1.506 -0.075
H -1.464 -0.272 -1.535
H 1.188 0.719 -1.196
H 2.289 -0.361 -0.161
H 0.741 -0.052 1.849
```

Properties
Structure (SMILES) ... O=C1CN2C[C@@H]12
HOMO level ... -0.353 Eh
E_LUMO ... 0.864 eV

---

[3]
An isolated molecule of C4H5NO. Source: OMol25; level of theory: ωB97M-V/def2-TZVPD.

```
11
Properties=species:S:1:pos:R:3
C -0.306 -0.949 -0.900
C 0.280 -0.495 0.408
O 0.679 0.949 0.446
C -0.643 -0.101 1.523
C -0.130 1.832 -0.075
N -0.767 2.689 -0.528
H 0.456 -1.010 -1.683
H -0.724 -1.952 -0.750
H -1.120 -0.292 -1.217
H 1.221 -1.002 0.642
H -0.030 -0.139 2.443
```

Properties
HOMO level ... -0.352 Eh
E_LUMO ... -0.764 eV

---

[4]
A structure of composition C4H5NO. Source: OMol25; level of theory: ωB97M-V/def2-TZVPD.

```
11
Properties=species:S:1:pos:R:3
N -2.982 0.380 0.118
C -1.887 0.619 -0.168
C -0.488 0.867 -0.515
C 0.465 0.612 0.674
C 1.116 -1.042 0.351
O 1.703 0.213 0.128
H -0.356 1.939 -0.716
H -0.225 0.335 -1.440
H 0.221 -0.732 1.103
H 1.725 -1.667 1.005
H 0.709 -1.525 -0.538
```

Properties
HOMO level ... -0.338 Eh
E_LUMO ... 0.618 eV

---

[5]
An isolated molecule of C4H5NO. Source: OMol25; level of theory: ωB97M-V/def2-TZVPD.

```
11
Properties=species:S:1:pos:R:3
C -0.024 1.309 0.078
C 0.123 -0.166 0.461
C 1.320 -0.794 -0.086
N 2.211 -1.199 -0.711
C -0.922 -1.071 -0.181
O -1.697 -0.625 -1.018
H 0.776 1.897 0.537
H 0.016 1.450 -1.005
H -0.989 1.677 0.436
H 0.108 -0.304 1.546
H -0.922 -2.173 -0.055
```

Properties
Structure (SMILES) ... C[C@H](C#N)C=O
HOMO level ... -0.389 Eh
E_LUMO ... 0.504 eV

---

[6]
An isolated molecule of C4H5NO. Source: OMol25; level of theory: ωB97M-V/def2-TZVPD.

```
11
Properties=species:S:1:pos:R:3
C 0.431 1.637 -0.012
C -0.038 0.321 0.553
C 0.002 -0.072 1.797
C -0.767 -0.616 -0.400
O -1.498 -0.181 -1.264
N -0.521 -1.935 -0.194
H 1.217 1.464 -0.753
H 0.818 2.296 0.768
H -0.414 2.117 -0.512
H -0.950 -2.601 -0.818
H 0.218 -2.235 0.422
```

Properties
HOMO level ... -0.381 Eh
E_LUMO ... -0.660 eV

---

[7]
An isolated molecule of C4H5NO. Source: OMol25; level of theory: ωB97M-V/def2-TZVPD.

```
11
Properties=species:S:1:pos:R:3
C 1.206 -0.229 -1.374
C 0.178 -0.103 -0.555
C 0.328 0.396 0.867
N -1.012 0.486 1.409
C -1.744 -0.125 0.569
O -1.194 -0.357 -0.678
H 1.055 -0.584 -2.406
H 2.120 -0.016 -1.007
H 0.970 -0.451 1.501
H 0.840 1.405 1.134
H -2.746 -0.420 0.538
```

Properties
Structure (SMILES) ... C=C1CN=CO1
HOMO level ... -0.330 Eh
E_LUMO ... 0.875 eV

---

[8]
An isolated molecule of C4H5NO. Source: OMol25; level of theory: ωB97M-V/def2-TZVPD.

```
11
Properties=species:S:1:pos:R:3
C 0.905 1.262 0.104
C 0.517 -0.103 -0.347
C -0.701 -1.290 1.390
O -1.558 -1.210 0.449
C -0.811 -0.471 -0.676
N -1.012 -0.110 -1.809
H 1.424 1.806 -0.693
H 0.042 1.843 0.433
H 1.606 1.160 0.939
H 1.309 -0.763 -0.695
H -1.206 -1.827 2.219
```

Properties
HOMO level (alpha / beta) ... -0.340 / -0.340 Eh
E_LUMO (alpha / beta) ... -0.071 / -0.072 eV

---

[9]
An isolated molecule of C4H5NO. Source: OMol25; level of theory: ωB97M-V/def2-TZVPD.

```
11
Properties=species:S:1:pos:R:3
H 2.670 -0.930 0.042
N 2.317 0.010 -0.133
C 1.057 0.005 -0.112
C 0.207 1.217 -0.321
C -1.062 0.828 -0.157
C -1.041 -0.728 0.277
O 0.293 -1.107 0.081
H 0.685 2.167 -0.555
H -2.103 0.792 -0.216
H -1.698 -1.471 -0.256
H -1.326 -0.795 1.352
```

Properties
Structure (SMILES) ... [H]/N=C1/C=CCO1
HOMO level ... -0.351 Eh
E_LUMO ... 0.880 eV

---

[10]
An isolated molecule of C4H5NO. Source: OMol25; level of theory: ωB97M-V/def2-TZVPD.

```
11
Properties=species:S:1:pos:R:3
C 0.518 1.041 1.182
C 0.770 -0.256 0.999
C 0.111 -1.124 0.017
C -0.472 -0.600 -1.052
N -0.741 0.563 -1.755
O -1.133 -0.862 -2.175
H -0.280 1.558 0.658
H 1.120 1.644 1.851
H 1.565 -0.717 1.583
H 0.169 -2.203 0.113
H -1.627 0.956 -1.421
```

Properties
Structure (SMILES) ... C=C/C=C1\NO1
HOMO level ... -0.321 Eh
E_LUMO ... 0.960 eV

---

[11]
An isolated molecule of C4H5NO. Source: OMol25; level of theory: ωB97M-V/def2-TZVPD.

```
11
Properties=species:S:1:pos:R:3
C -1.342 -0.532 0.202
C 0.097 1.208 -0.839
O -0.389 0.488 0.596
C 0.990 0.483 0.103
C 1.565 -0.815 -0.242
N 2.096 -1.806 -0.511
H -1.750 -0.936 1.127
H -2.113 -0.033 -0.384
H -0.867 -1.301 -0.407
H 0.094 2.246 -0.476
H 1.619 0.998 0.832
```

Properties
HOMO level ... -0.330 Eh
E_LUMO ... 0.718 eV

---

[12]
An isolated molecule of C4H5NO. Source: OMol25; level of theory: ωB97M-V/def2-TZVPD.

```
11
Properties=species:S:1:pos:R:3
O 0.434 1.857 -1.577
C 0.249 0.946 -0.789
C -1.083 0.368 -0.641
C -1.040 -0.619 0.269
C 0.396 -0.744 0.792
N 1.089 0.291 0.054
H -1.574 1.021 -1.379
H -1.792 -1.300 0.671
H 0.470 -0.578 1.877
H 0.835 -1.734 0.598
H 2.066 0.515 0.122
```

Properties
Structure (SMILES) ... O=C1C=CCN1
HOMO level ... -0.358 Eh
E_LUMO ... 0.902 eV

---

[13]
An isolated molecule of C4H5NO. Source: OMol25; level of theory: ωB97M-V/def2-TZVPD.

```
11
Properties=species:S:1:pos:R:3
O -0.463 1.548 -1.653
C -0.197 0.770 -0.759
N 0.492 0.982 0.403
C 0.587 -0.239 1.210
C -0.135 -1.373 0.463
C -0.548 -0.688 -0.655
H 0.885 1.884 0.646
H 0.133 -0.094 2.203
H 1.639 -0.517 1.383
H -1.586 -1.031 -1.406
H -0.807 -1.242 -1.836
```

Properties
HOMO level ... -0.325 Eh
E_LUMO ... 0.379 eV

---

[14]
An isolated molecule of C4H5NO. Source: OMol25; level of theory: ωB97M-V/def2-TZVPD.

```
11
Properties=species:S:1:pos:R:3
C 0.346 0.165 -0.091
C -1.036 2.328 -0.717
C -0.281 -1.158 -0.005
C 0.893 -1.002 0.867
N -0.499 1.363 -0.260
O -1.430 3.317 -1.148
H 1.030 0.081 -0.849
H -1.244 -1.009 0.462
H -0.384 -1.885 -0.723
H 0.793 -0.904 1.899
H 1.812 -1.295 0.565
```

Properties
Expectation value of S² ... 2.01
2S+1 ... 3
HOMO level (alpha / beta) ... -0.139 / -0.381 Eh
E_LUMO (alpha / beta) ... 0.811 / -3.314 eV

---

[15]
A structure of composition C4H5NO2. Source: OMol25; level of theory: ωB97M-V/def2-TZVPD.

```
12
Properties=species:S:1:pos:R:3
N -0.220 -1.635 0.482
C -0.169 -0.264 0.144
C 0.027 0.154 -1.302
C 0.875 0.935 -0.423
O 0.144 1.923 0.243
C -0.471 0.862 1.036
O -0.783 0.958 2.183
H -1.059 -2.100 0.137
H -0.132 -1.832 1.473
H 0.586 -0.625 -1.816
H -0.787 0.604 -1.859
H 1.958 0.969 -0.361
```

Properties
HOMO level ... -0.336 Eh
E_LUMO ... 0.893 eV

---

[16]
An isolated molecule of C4H5NO2. Source: OMol25; level of theory: ωB97M-V/def2-TZVPD.

```
12
Properties=species:S:1:pos:R:3
O -2.098 0.251 1.047
C -1.593 -0.276 0.087
C -0.362 0.289 -0.618
C 0.552 0.965 0.413
N 1.486 -0.108 0.783
C 1.318 -1.022 -0.073
O 0.387 -0.854 -1.057
H -1.937 -1.257 -0.305
H -0.636 0.888 -1.491
H 1.108 1.836 0.041
H -0.047 1.270 1.273
H 1.822 -1.982 -0.101
```

Properties
Structure (SMILES) ... O=C[C@H]1CN=CO1
HOMO level ... -0.367 Eh
E_LUMO ... 0.697 eV

---

[17]
An isolated molecule of C4H5NO2. Source: OMol25; level of theory: ωB97M-V/def2-TZVPD.

```
12
Properties=species:S:1:pos:R:3
H 0.323 -2.132 -0.816
N 0.772 -1.328 -0.372
C -0.044 -0.363 -0.249
C -1.504 -0.377 -0.652
C 0.491 0.893 0.377
O 1.919 1.213 0.042
C 1.635 0.838 1.276
O 2.182 0.648 2.315
H -1.592 -0.660 -1.706
H -2.059 -1.112 -0.060
H -1.986 0.597 -0.523
H -0.138 1.781 0.369
```

Properties
Structure (SMILES) ... [H]/N=C(\C)[C@@H]1OC1=O
HOMO level ... -0.380 Eh
E_LUMO ... 0.504 eV

---

[18]
An isolated molecule of C4H5NO2. Source: OMol25; level of theory: ωB97M-V/def2-TZVPD.

```
12
Properties=species:S:1:pos:R:3
C 0.174 1.043 -1.920
O 0.955 0.389 -0.933
C 0.263 -0.030 0.126
C 0.914 -0.764 1.143
C -0.096 -0.981 2.027
O -1.243 -0.476 1.556
N -1.021 0.102 0.307
H -0.567 0.349 -2.325
H -0.339 1.899 -1.475
H 0.865 1.369 -2.697
H 1.690 -1.386 0.798
H -0.166 -1.454 3.005
```

Properties
Structure (SMILES) ... COc1ccon1
HOMO level ... -0.360 Eh
E_LUMO ... 1.002 eV

---

[19]
An isolated molecule of C4H5NO2. Source: OMol25; level of theory: ωB97M-V/def2-TZVPD.

```
12
Properties=species:S:1:pos:R:3
C -1.573 0.353 0.802
C 0.685 0.735 -0.487
C 1.124 -0.702 0.237
C -1.580 -0.191 -0.466
N -0.666 0.804 -0.230
O -1.854 0.580 1.920
O 0.247 -1.628 0.016
H 1.246 1.553 -0.039
H 0.880 0.639 -1.555
H 2.098 -0.866 -0.253
H 1.271 -0.439 1.306
H -1.879 -0.840 -1.252
```

Properties
HOMO level (alpha / beta) ... -0.333 / -0.333 Eh
E_LUMO (alpha / beta) ... -0.888 / -0.887 eV

---

[20]
An isolated molecule of C4H5NO2. Source: OMol25; level of theory: ωB97M-V/def2-TZVPD.

```
12
Properties=species:S:1:pos:R:3
O -2.290 0.665 0.826
C -1.803 -0.085 0.016
C -0.374 0.075 -0.454
C 0.545 0.836 0.507
N 1.823 0.120 0.405
C 1.552 -0.968 -0.180
O 0.280 -1.195 -0.618
H -2.399 -0.887 -0.462
H -0.405 0.545 -1.448
H 0.643 1.893 0.256
H 0.180 0.776 1.538
H 2.249 -1.775 -0.385
```

Properties
Structure (SMILES) ... O=C[C@H]1CN=CO1
HOMO level ... -0.367 Eh
E_LUMO ... 0.627 eV

---

Computed energy, in the same sequence as the records: -285.28734; -285.25021; -285.21245; -285.23538; -285.38069; -285.30164; -285.34393; -285.19237; -285.34342; -285.26601; -285.22296; -285.39041; -285.23293; -285.09960; -360.58283; -360.62204; -360.59624; -360.57135; -360.48597; -360.62155 hartree.
Computed relative energy (zero: lowest compared OMol25 entry of this formula, charge and spin), in the same sequence as the records: 334.1; 431.6; 530.7; 470.5; 89.0; 296.5; 185.5; 583.4; 186.8; 390.1; 503.1; 63.5; 476.9; 379.9; 227.3; 124.4; 192.1; 257.5; 481.7; 125.7 kJ/mol.